ORCA calculation (ωB97M-V/def2-TZVPD) on a molecular structure, CH2GaLiO in a non-equilibrium geometry.

Each line ends with the natural charge from an NBO analysis.
CARTESIAN COORDINATES (ANGSTROEM)
C (-0.3971, -0.2915, -0.1000)  -0.3292
O (0.4211, 0.6901, 0.1705)  -0.7481
H (-0.9358, -0.6204, 0.8298)  0.2800
Ga (0.9514, -1.3141, -1.0519)  1.0835
Li (-0.5304, 2.0948, 0.8274)  0.9580
H (-1.8578, 0.9695, 0.1351)  -0.2441

Atoms 1-3, force components in eV/Å:
-2.506 5.287 4.083
0.879 -1.744 -1.005
0.039 -0.997 -1.061

- Strongest force on any atom: 7.1 eV/A
- Net charge: +1
- 2S+1: 2
- Gap between HOMO and LUMO (spin up / spin down): 7.527 / 6.432 eV